Formula: C60H61IrN2O4P2S
Source: OMol25
Level of theory: the ωB97M-V functional and the def2-TZVPD basis

Each line ends with the Mulliken charge.
Atoms and positions in Å:
Ir (0.05, 0.15, -0.25)  3.497
C (5.93, 0.33, 3.62)  -1.720
C (4.64, -0.43, 3.96)  1.561
C (4.79, -1.16, 5.30)  -2.055
C (3.47, 0.56, 4.04)  0.386
C (3.21, 1.37, 5.13)  -0.096
C (2.16, 2.28, 5.12)  -1.642
C (1.35, 2.42, 4.01)  -0.319
C (1.59, 1.63, 2.89)  0.629
P (0.88, 1.89, 1.22)  2.623
C (-0.56, 2.86, 1.76)  0.055
C (-0.84, 4.16, 1.35)  -0.826
C (-1.92, 4.85, 1.89)  -0.892
C (-2.73, 4.24, 2.84)  -0.860
C (-2.46, 2.94, 3.26)  -0.674
C (-1.38, 2.26, 2.72)  -0.118
C (2.10, 3.13, 0.62)  1.259
C (3.00, 2.93, -0.42)  -0.334
C (3.94, 3.90, -0.75)  -0.935
C (4.01, 5.08, -0.03)  -0.735
C (3.15, 5.27, 1.05)  -1.012
C (2.22, 4.31, 1.38)  -0.981
C (2.64, 0.74, 2.95)  -1.108
O (2.79, 0.04, 1.79)  -0.378
C (3.38, -1.17, 1.89)  -0.703
C (2.90, -2.09, 0.98)  -0.266
C (3.51, -3.34, 0.93)  0.089
C (4.56, -3.62, 1.80)  -1.695
C (4.94, -2.69, 2.77)  -0.236
C (4.33, -1.45, 2.86)  0.245
P (1.32, -1.82, 0.11)  2.121
C (0.36, -3.05, 1.03)  1.489
C (0.41, -4.41, 0.70)  -0.872
C (-0.14, -5.34, 1.57)  -0.696
C (-0.74, -4.94, 2.75)  -0.784
C (-0.80, -3.59, 3.07)  -0.771
C (-0.25, -2.65, 2.21)  -0.626
C (1.74, -2.44, -1.55)  0.365
C (0.80, -3.04, -2.39)  -0.165
C (1.15, -3.43, -3.67)  -0.453
C (2.44, -3.22, -4.14)  -0.963
C (3.38, -2.61, -3.32)  -0.743
C (3.03, -2.22, -2.03)  -0.892
H (6.15, 1.06, 4.40)  0.423
H (5.84, 0.85, 2.67)  0.374
H (6.77, -0.36, 3.56)  0.446
H (5.01, -0.45, 6.10)  0.496
H (5.62, -1.86, 5.27)  0.471
H (3.89, -1.71, 5.56)  0.422
H (3.83, 1.30, 6.02)  0.399
H (1.98, 2.90, 5.99)  0.438
H (0.55, 3.15, 4.02)  0.498
H (-0.22, 4.64, 0.61)  0.703
H (-2.12, 5.86, 1.57)  0.520
H (-3.56, 4.79, 3.27)  0.459
H (-3.07, 2.48, 4.02)  0.548
H (-1.16, 1.25, 3.07)  0.332
H (3.02, 2.00, -0.97)  0.027
H (4.62, 3.71, -1.57)  0.553
H (4.74, 5.83, -0.28)  0.442
H (3.22, 6.17, 1.64)  0.494
H (1.59, 4.47, 2.24)  0.394
H (3.18, -4.10, 0.23)  0.578
H (5.05, -4.58, 1.75)  0.454
H (5.71, -2.97, 3.47)  0.410
H (0.89, -4.73, -0.21)  0.373
H (-0.09, -6.40, 1.32)  0.526
H (-1.16, -5.67, 3.43)  0.424
H (-1.27, -3.27, 3.99)  0.493
H (-0.28, -1.59, 2.47)  0.391
H (-0.20, -3.22, -2.05)  -0.178
H (0.42, -3.91, -4.31)  0.524
H (2.71, -3.53, -5.14)  0.448
H (4.38, -2.43, -3.68)  0.469
H (3.77, -1.72, -1.42)  0.492
O (3.16, 0.59, -2.84)  -0.652
C (2.03, 0.49, -2.44)  0.458
O (1.82, 0.32, -1.14)  0.345
C (0.86, 0.56, -3.39)  0.020
C (1.17, 0.89, -4.72)  -1.388
C (0.15, 0.97, -5.62)  -1.286
C (-1.17, 0.68, -5.19)  1.071
C (-2.27, 0.71, -6.08)  -0.742
C (-3.53, 0.41, -5.64)  -1.140
C (-3.73, 0.06, -4.29)  -0.354
C (-2.69, 0.03, -3.40)  0.312
C (-1.37, 0.34, -3.83)  -1.307
N (-0.34, 0.32, -2.93)  1.513
H (2.20, 1.08, -4.98)  0.682
H (0.32, 1.23, -6.65)  0.498
H (-2.09, 0.98, -7.11)  0.500
H (-4.36, 0.43, -6.32)  0.441
H (-4.73, -0.19, -3.95)  0.473
H (-2.84, -0.21, -2.36)  0.283
C (-6.32, 0.12, 0.32)  -1.725
C (-4.97, 0.52, -0.26)  1.462
C (-4.36, 1.65, 0.54)  -1.566
S (-2.77, 2.26, -0.01)  0.974
O (-1.93, 0.96, -0.19)  -1.723
C (-3.18, 2.88, -1.66)  -0.347
C (-2.27, 4.03, -2.08)  -1.025
C (-0.85, 3.59, -2.39)  -0.533
H (-6.76, -0.71, -0.23)  0.391
H (-7.03, 0.95, 0.27)  0.472
H (-6.23, -0.18, 1.37)  0.381
H (-5.08, 0.83, -1.30)  0.095
H (-4.28, -0.32, -0.24)  -0.723
H (-4.19, 1.37, 1.58)  0.504
H (-5.00, 2.54, 0.56)  0.644
H (-4.22, 3.20, -1.58)  0.850
H (-3.13, 2.04, -2.36)  -0.595
H (-2.29, 4.80, -1.31)  0.289
H (-2.72, 4.47, -2.97)  0.547
H (-0.41, 2.99, -1.58)  -0.173
H (-0.19, 4.45, -2.54)  0.573
H (-0.81, 2.99, -3.30)  0.180
C (-2.68, -4.61, -1.56)  -1.667
C (-3.31, -3.31, -1.03)  2.114
C (-4.36, -2.82, -2.03)  -1.458
C (-3.92, -3.52, 0.36)  -1.339
C (-2.24, -2.29, -0.89)  -1.342
N (-1.40, -1.52, -0.79)  0.483
H (-3.48, -5.35, -1.67)  0.495
H (-1.94, -5.01, -0.86)  0.214
H (-2.21, -4.47, -2.53)  0.366
H (-5.12, -3.59, -2.12)  0.569
H (-3.93, -2.64, -3.02)  0.388
H (-4.84, -1.90, -1.69)  0.018
H (-4.70, -4.28, 0.28)  0.462
H (-4.38, -2.60, 0.73)  0.191
H (-3.18, -3.86, 1.07)  0.220

Values from the calculation:
Highest occupied orbital energy   -0.470 hartree
Charge   +2
Lowest unoccupied orbital energy   -5.44 eV
Energy relative to the best compared isomer or geometry (same formula, charge and spin)   0.0 kcal per mole
Kohn-Sham gap   7.34 eV

---

Formula: C15H17BrNO4PdS
Source: OMol25
Level of theory: the ωB97M-V functional and the def2-TZVPD basis

Each line ends with the Löwdin spin population.
Atoms and positions in Å:
Pd (0.28, -0.71, -0.48)  1.514
O (-0.02, -2.78, -1.29)  0.062
C (1.13, -3.46, -1.85)  0.005
C (2.34, -2.62, -1.61)  0.020
C (3.58, -3.02, -2.07)  0.008
C (4.69, -2.24, -1.80)  -0.002
C (4.55, -1.07, -1.05)  0.009
C (3.29, -0.72, -0.62)  0.015
N (2.22, -1.48, -0.92)  0.165
H (-0.78, -3.37, -1.34)  0.001
H (0.98, -3.61, -2.92)  0.002
H (1.25, -4.43, -1.37)  0.000
H (3.67, -3.95, -2.62)  0.001
H (5.67, -2.53, -2.17)  0.000
H (5.40, -0.45, -0.81)  0.001
H (3.13, 0.16, -0.02)  0.003
Br (-6.57, 1.43, 2.75)  0.426
C (-4.84, 0.93, 2.67)  0.164
C (-3.96, 1.38, 3.70)  0.131
C (-2.66, 0.93, 3.68)  0.004
C (-2.25, 0.09, 2.63)  0.230
C (-3.11, -0.35, 1.61)  0.010
C (-4.41, 0.08, 1.62)  0.100
C (-0.79, -0.44, 2.64)  0.096
O (-0.58, -0.80, 3.85)  0.821
O (-0.04, -0.47, 1.69)  0.065
H (-4.31, 2.02, 4.49)  0.002
H (-1.98, 1.21, 4.47)  -0.003
H (-2.78, -1.04, 0.85)  -0.002
H (-5.11, -0.25, 0.86)  0.002
C (-0.68, 3.34, -2.50)  0.008
S (-0.44, 2.71, -0.85)  0.017
C (1.16, 3.39, -0.49)  0.003
O (-0.21, 1.20, -1.08)  0.120
H (0.25, 3.31, -3.06)  0.000
H (-1.06, 4.36, -2.42)  0.001
H (-1.43, 2.70, -2.97)  0.000
H (1.04, 4.43, -0.21)  0.000
H (1.81, 3.30, -1.36)  0.000
H (1.56, 2.83, 0.36)  0.000

Values from the calculation:
Highest occupied orbital energy (alpha / beta)   -0.667 / -0.666 hartree
Charge   +3
2S+1   5
Lowest unoccupied orbital energy (alpha / beta)   -9.58 / -13.65 eV
Energy relative to the best compared isomer or geometry (same formula, charge and spin)   18.4 kcal per mole
Kohn-Sham gap (alpha / beta)   8.55 / 4.48 eV

---

Formula: C44H73F15O28
Source: OMol25
Level of theory: the ωB97M-V functional and the def2-TZVPD basis

Each line ends with the Mulliken charge.
Atoms and positions in Å:
C (23.80, 19.36, 22.47)  -1.105
C (24.71, 20.56, 22.29)  -0.238
O (24.03, 21.54, 21.50)  -0.305
C (24.80, 22.36, 20.79)  0.651
O (25.98, 22.54, 20.96)  -0.593
O (24.05, 22.96, 19.89)  -0.272
C (24.65, 23.87, 18.99)  0.010
H (24.08, 18.77, 23.33)  0.350
H (23.87, 18.72, 21.59)  0.282
H (22.78, 19.73, 22.56)  0.296
H (25.65, 20.26, 21.82)  0.335
H (25.01, 21.06, 23.22)  0.301
H (24.38, 24.89, 19.29)  0.011
H (24.24, 23.70, 18.01)  -0.194
H (25.74, 23.79, 19.06)  0.489
C (26.09, 27.52, 11.79)  -0.402
C (24.88, 26.63, 11.82)  0.828
O (24.62, 26.12, 13.12)  -0.065
C (23.93, 24.99, 13.21)  0.379
O (23.51, 24.35, 12.28)  -0.554
O (23.72, 24.73, 14.49)  -0.022
C (23.05, 23.49, 14.80)  -0.135
H (26.13, 28.28, 12.57)  0.362
H (26.01, 28.08, 10.85)  -0.337
H (27.06, 27.02, 11.75)  0.279
H (24.88, 25.85, 11.06)  0.176
H (24.03, 27.25, 11.49)  -0.689
H (23.45, 22.68, 14.19)  0.415
H (21.99, 23.67, 14.68)  0.030
H (23.19, 23.36, 15.87)  -0.238
C (22.16, 35.70, 10.41)  -0.763
C (23.66, 35.59, 10.62)  -0.299
O (23.93, 34.47, 11.46)  -0.383
C (24.41, 33.37, 10.89)  0.784
O (24.58, 33.20, 9.71)  -0.576
O (24.64, 32.48, 11.84)  -0.446
C (25.31, 31.29, 11.43)  0.091
H (21.78, 34.71, 10.17)  0.040
H (21.85, 36.46, 9.69)  0.372
H (21.71, 35.96, 11.37)  0.276
H (24.08, 36.47, 11.09)  0.329
H (24.21, 35.49, 9.68)  0.292
H (24.81, 30.82, 10.59)  -0.163
H (25.35, 30.58, 12.25)  0.084
H (26.34, 31.54, 11.19)  0.360
C (28.05, 26.02, 14.88)  -1.351
C (26.71, 26.41, 15.46)  0.648
O (26.97, 27.10, 16.70)  -0.403
C (25.96, 27.29, 17.53)  0.785
O (24.79, 27.29, 17.23)  -0.527
O (26.43, 27.52, 18.75)  -0.360
C (25.45, 27.62, 19.78)  -0.279
H (27.83, 25.45, 13.97)  0.332
H (28.64, 25.36, 15.51)  0.392
H (28.58, 26.88, 14.49)  0.324
H (26.04, 25.56, 15.58)  0.004
H (26.23, 27.11, 14.78)  0.020
H (24.63, 26.92, 19.60)  -0.045
H (25.01, 28.62, 19.74)  0.286
H (25.95, 27.42, 20.72)  0.244
C (20.63, 20.13, 8.92)  -0.902
C (21.88, 19.65, 8.25)  -0.270
O (22.94, 19.49, 9.19)  -0.390
C (23.58, 20.60, 9.57)  0.818
O (23.32, 21.71, 9.20)  -0.547
O (24.54, 20.24, 10.40)  -0.399
C (25.39, 21.25, 10.93)  0.220
H (19.75, 20.05, 8.27)  0.452
H (20.64, 21.16, 9.25)  0.105
H (20.41, 19.49, 9.78)  0.283
H (22.15, 20.32, 7.43)  0.275
H (21.73, 18.64, 7.86)  0.323
H (24.79, 22.07, 11.32)  -0.043
H (26.06, 21.62, 10.15)  -0.223
H (25.96, 20.82, 11.75)  0.275
C (27.30, 30.07, 7.14)  -1.319
C (27.51, 30.16, 8.63)  0.883
O (28.92, 30.27, 8.88)  -0.365
C (29.36, 29.94, 10.09)  0.781
O (28.72, 29.40, 10.96)  -0.569
O (30.62, 30.33, 10.19)  -0.364
C (31.35, 29.67, 11.24)  -0.633
H (27.44, 29.04, 6.80)  0.193
H (28.00, 30.72, 6.62)  0.418
H (26.28, 30.33, 6.85)  0.291
H (27.16, 29.27, 9.16)  -0.168
H (27.02, 31.03, 9.06)  -0.019
H (32.39, 29.85, 11.02)  0.223
H (31.14, 28.60, 11.22)  0.307
H (31.01, 30.08, 12.19)  0.275
C (18.26, 23.30, 18.98)  -1.194
C (18.19, 24.06, 17.66)  -0.024
O (19.11, 25.16, 17.66)  -0.304
C (20.35, 24.89, 17.29)  0.341
O (20.76, 23.82, 16.94)  -0.533
C (21.26, 26.12, 17.47)  0.838
F (20.59, 27.26, 17.61)  -0.272
F (22.03, 25.93, 18.55)  -0.220
F (22.07, 26.22, 16.41)  -0.172
H (18.03, 24.01, 19.78)  0.313
H (19.23, 22.89, 19.21)  0.324
H (17.45, 22.57, 18.99)  0.387
H (17.20, 24.47, 17.55)  0.354
H (18.37, 23.40, 16.82)  0.166
C (20.57, 22.97, 11.90)  -0.157
C (19.34, 22.23, 11.43)  -0.649
O (18.18, 22.52, 12.22)  -0.323
C (17.89, 21.72, 13.21)  0.405
O (18.56, 20.83, 13.64)  -0.527
C (16.49, 22.01, 13.79)  0.809
F (16.61, 22.94, 14.76)  -0.244
F (15.64, 22.50, 12.88)  -0.241
F (15.97, 20.91, 14.31)  -0.244
H (20.95, 22.65, 12.86)  0.224
H (20.40, 24.05, 11.86)  -0.045
H (21.35, 22.84, 11.14)  0.190
H (19.53, 21.15, 11.51)  0.406
H (19.08, 22.44, 10.40)  0.414
C (20.13, 27.51, 10.89)  -0.654
C (21.01, 28.37, 11.80)  0.209
O (21.12, 29.73, 11.33)  -0.118
C (20.03, 30.47, 11.27)  0.242
O (18.97, 30.20, 11.76)  -0.563
C (20.24, 31.75, 10.43)  0.893
F (19.49, 31.70, 9.32)  -0.276
F (19.83, 32.80, 11.16)  -0.270
F (21.51, 31.94, 10.08)  -0.163
H (19.13, 27.91, 10.78)  0.473
H (20.13, 26.50, 11.32)  -0.155
H (20.63, 27.35, 9.94)  0.256
H (22.02, 27.98, 11.73)  -0.379
H (20.62, 28.40, 12.82)  0.481
C (28.39, 20.24, 7.81)  -0.905
C (28.89, 21.55, 7.23)  -0.277
O (28.02, 22.66, 7.56)  -0.322
C (28.11, 23.11, 8.79)  0.251
O (28.73, 22.62, 9.68)  -0.541
C (27.31, 24.42, 8.95)  1.000
F (27.84, 25.12, 9.96)  -0.263
F (27.38, 25.18, 7.86)  -0.247
F (26.03, 24.17, 9.24)  -0.205
H (27.37, 20.33, 8.19)  0.131
H (29.04, 19.96, 8.64)  0.317
H (28.52, 19.41, 7.12)  0.357
H (29.02, 21.55, 6.16)  0.397
H (29.85, 21.82, 7.68)  0.303
C (25.59, 26.07, 5.62)  -0.999
C (24.47, 27.10, 5.49)  -0.386
O (24.39, 27.80, 6.74)  0.079
C (23.52, 28.78, 6.82)  -0.038
O (22.90, 29.27, 5.92)  -0.546
C (23.38, 29.34, 8.25)  1.022
F (23.82, 30.59, 8.31)  -0.248
F (22.12, 29.31, 8.65)  -0.259
F (24.08, 28.60, 9.15)  -0.163
H (25.25, 25.24, 6.24)  0.192
H (26.52, 26.52, 5.93)  0.207
H (25.76, 25.67, 4.61)  0.455
H (23.54, 26.56, 5.31)  0.325
H (24.65, 27.75, 4.63)  0.337

Values from the calculation:
Highest occupied orbital energy   -0.384 hartree
Lowest unoccupied orbital energy   0.35 eV
SMILES   CCOC(=O)C(F)(F)F.CCOC(=O)C(F)(F)F.CCOC(=O)C(F)(F)F.CCOC(=O)C(F)(F)F.CCOC(=O)C(F)(F)F.CCOC(=O)OC.CCOC(=O)OC.CCOC(=O)OC.CCOC(=O)OC.CCOC(=O)OC.CCOC(=O)OC
Kohn-Sham gap   10.79 eV

---

no.,molar mass (g mol⁻¹)
1,1160.4
2,493.7
3,1335.0